1.
Computed, not measured: a 3-piece molecular cluster, C23H44N3O3PS2 overall in a non-equilibrium geometry, with the ωB97M-V functional and the def2-TZVPD basis.

Summary:
HOMO-LUMO gap, eV: 6.97
LUMO energy, eV: -1.1
HOMO level, eV: -8.027
Total energy, a.u.: -2430.36762

Structure (XYZ):
```
76
Properties=species:S:1:pos:R:3:forces:R:3
C 4.4005 -2.6508 -1.1230 0.9 -0.5 -0.1
C 5.0618 -2.7325 -2.5258 -0.7 0.6 0.3
S 3.8472 -2.4019 -3.8682 0.6 0.1 -0.2
C 4.2283 -0.6643 -4.3342 -0.9 0.2 0.0
C 3.3351 0.2312 -3.4942 0.1 -0.1 0.0
C 3.7131 1.1428 -2.5959 -0.1 -1.0 0.5
P 5.4771 1.4473 -2.1767 0.1 2.5 -0.3
S 5.9619 3.3006 -2.5937 0.1 -0.4 0.1
C 2.5896 1.9243 -1.9043 0.0 -2.3 -0.4
O 2.7657 3.0118 -1.5055 0.2 2.5 1.1
C 1.2419 1.2149 -1.7149 0.6 -0.5 -0.3
N 0.4552 1.6013 -0.5882 -0.2 0.4 -0.5
C 0.8734 0.2855 -2.6058 -0.3 0.2 0.1
C -0.4501 -0.4544 -2.4038 0.6 -0.8 -0.4
C -1.0618 -1.0970 -3.6663 -0.2 -1.1 1.2
O -1.2733 -0.5585 -4.6948 -0.2 1.2 -1.0
C 1.8238 0.0445 -3.7525 1.1 0.1 1.4
O 1.5115 -0.3011 -4.8410 -0.8 -0.6 -1.5
H 5.0946 -3.1541 -0.4212 -0.4 0.3 -0.1
H 4.2801 -1.6087 -0.7879 -0.2 -0.4 -0.2
H 3.4467 -3.1965 -1.0902 0.3 0.3 -0.1
H 5.4741 -3.7327 -2.7185 -0.1 0.4 0.1
H 5.8504 -1.9655 -2.6097 -0.1 -0.5 0.0
H 5.2943 -0.4215 -4.2815 -0.4 -0.2 0.1
H 3.9143 -0.5445 -5.3832 0.1 -0.2 0.3
H 5.7089 1.1519 -0.8015 -0.4 -0.5 -0.5
H 6.3605 0.6234 -2.9084 -0.6 -0.6 0.4
H -0.0325 0.8127 -0.1710 0.3 -0.1 -0.1
H -0.2898 2.1967 -0.9600 0.2 0.2 0.5
H -0.2373 -1.2868 -1.6998 -0.2 0.3 -0.3
H -1.2112 0.1631 -1.8951 0.3 -0.1 -0.5
H -1.3838 -2.1694 -3.5851 0.3 0.3 0.4
C -4.7521 -0.7291 -2.0832 -0.1 0.0 0.0
C -4.3091 -2.0588 -1.4880 -0.1 0.1 -0.1
N -4.3321 -2.0872 -0.0363 0.3 0.0 0.3
C -3.6518 -3.2443 0.5270 0.2 -0.1 0.0
C -4.2372 -4.6302 0.2407 0.0 -0.1 0.1
C -5.5999 -1.7402 0.5880 -0.2 0.3 -0.1
C -6.8312 -2.5750 0.2211 -0.1 0.0 0.1
H -4.1607 0.0979 -1.6838 0.0 0.0 0.1
H -4.6162 -0.7466 -3.1663 0.0 0.0 0.0
H -5.8069 -0.5257 -1.8929 0.0 0.0 0.0
H -3.2807 -2.2342 -1.8209 0.0 -0.2 0.2
H -4.9197 -2.8621 -1.9249 0.0 0.0 -0.1
H -3.5666 -3.1148 1.6100 -0.1 0.1 0.0
H -2.6185 -3.2331 0.1615 -0.1 0.1 -0.1
H -5.1374 -4.8183 0.8244 0.0 0.0 -0.1
H -3.5122 -5.3989 0.5187 0.0 0.0 0.0
H -4.4706 -4.7728 -0.8153 0.0 0.0 0.0
H -5.8187 -0.6943 0.3543 0.1 0.0 -0.1
H -5.4759 -1.7505 1.6744 0.2 -0.1 0.0
H -6.9067 -2.7601 -0.8515 0.0 0.0 0.0
H -7.7360 -2.0418 0.5235 0.0 0.0 0.0
H -6.8433 -3.5322 0.7405 0.0 0.0 -0.1
C 1.7321 2.4308 6.2992 -0.1 0.0 0.0
C 1.8985 3.1886 4.9892 -0.1 0.0 0.2
N 1.5507 2.4054 3.8168 0.2 -0.1 -0.3
C 1.9691 3.0231 2.5649 0.2 0.0 -0.1
C 1.3238 4.3549 2.1754 0.0 0.1 -0.2
C 0.2189 1.8239 3.8117 -0.1 -0.1 0.3
C -0.9787 2.7714 3.9419 -0.2 -0.1 -0.1
H 2.2990 1.4980 6.2879 0.0 0.0 -0.1
H 2.1019 3.0392 7.1266 0.0 0.0 0.0
H 0.6862 2.2000 6.5097 0.0 0.0 0.0
H 2.9511 3.4756 4.9121 0.0 0.0 -0.2
H 1.3230 4.1244 5.0463 0.0 0.1 0.1
H 1.8236 2.3119 1.7471 -0.1 0.0 0.1
H 3.0528 3.1755 2.6132 0.0 0.0 0.2
H 0.3016 4.2220 1.8222 0.0 0.0 0.1
H 1.8862 4.8076 1.3558 0.0 0.0 0.0
H 1.3181 5.0711 2.9989 0.0 0.0 0.0
H 0.1628 1.0951 4.6261 0.1 0.1 0.0
H 0.0973 1.2222 2.9059 0.2 0.1 -0.1
H -0.8329 3.5252 4.7169 0.0 0.0 0.0
H -1.8705 2.1978 4.2097 0.0 0.0 0.0
H -1.2013 3.2770 3.0031 0.0 0.1 0.1
```
Forces are in eV/Å.


2.
Computed, not measured: an isolated ion of composition C22H27B2INO5S3 and charge -1 in a non-equilibrium geometry, with the ωB97M-V functional and the def2-TZVPD basis.

Summary:
HOMO-LUMO gap, eV: 6.12
LUMO energy, eV: 1.0
HOMO level, eV: -5.117
Net charge: -1
Total energy, a.u.: -2826.81062

Structure (XYZ):
```
61
Properties=species:S:1:pos:R:3:forces:R:3
O -3.3634 -3.4758 -4.0578 0.4 2.5 0.4
B -4.1108 -2.3509 -3.4427 0.1 0.1 -1.1
O -4.9900 -1.5703 -4.3701 2.4 -1.3 0.8
C -3.9524 -2.0444 -1.8236 -1.6 -1.4 -0.1
B -2.3881 -1.6567 -1.3957 -1.6 -0.9 1.5
I -1.9294 -0.1072 -2.9425 1.0 1.1 -1.0
O -2.3625 -0.9523 -0.0755 2.3 -3.0 0.4
C -1.1101 -1.4844 0.5469 1.3 3.2 1.2
C -1.1954 -1.4722 2.1817 -1.0 0.5 0.6
C -0.1016 -0.5044 2.9308 0.8 -0.4 0.3
C 1.4548 -0.7037 2.3987 -1.3 0.4 -0.7
S 2.4814 0.5737 3.3687 -0.5 1.1 -1.8
C 2.3038 2.2783 2.5231 0.5 -0.2 0.6
S 3.1091 3.5649 3.2885 -1.5 -2.3 -1.4
N 1.5039 2.3407 1.2427 1.0 2.0 0.1
C 0.2655 3.1998 1.3535 -4.9 2.2 0.0
C -1.1961 2.4887 0.9606 -0.4 3.9 1.2
C -2.5975 3.3749 1.0249 3.4 1.8 0.8
C -2.6263 4.9872 1.4546 4.2 -2.7 -0.1
C -1.1928 5.6941 1.8510 -1.0 -4.4 -1.5
C 0.1986 4.7819 1.7767 -2.3 -0.7 -0.6
C 2.3461 2.6660 0.0301 1.7 1.2 -4.3
C 1.5304 2.9583 -1.3824 3.2 0.2 -1.1
C 2.3215 3.2821 -2.8177 3.0 -0.9 4.0
C 3.9643 3.3105 -2.8123 -1.5 -0.7 3.6
C 4.8062 3.0655 -1.4098 -4.9 -0.3 -0.4
C 3.9823 2.7466 -0.0165 -1.1 0.5 -2.6
C -0.4431 -2.7478 -0.2508 -2.9 0.9 -0.8
S 0.9918 -1.9663 -1.2146 1.1 -0.7 0.7
C -0.1916 -4.1795 0.5036 3.4 -0.2 -1.0
C 1.4777 -4.6575 0.0964 -0.5 -3.6 -1.2
C 1.6769 -6.3612 -0.1718 -0.6 4.5 -1.7
O 1.6870 -5.2135 -1.3495 0.0 -0.6 5.6
O -1.4692 -2.8485 -1.3415 1.3 0.4 1.5
H -2.3844 -3.2599 -4.1337 -1.8 -0.4 0.5
H -4.5625 -1.4961 -5.2748 -0.7 -0.5 1.7
H -4.7447 -1.2601 -1.4603 1.7 -1.2 -0.7
H -4.1972 -3.0496 -1.2426 0.4 1.8 -1.1
H -0.3565 -0.6019 0.2808 -1.3 -1.8 0.8
H -1.1435 -2.5216 2.6963 -0.1 1.8 -1.2
H -2.2704 -1.0310 2.4558 2.3 -1.0 -0.7
H -0.3310 0.6408 2.8619 0.2 -2.2 -0.1
H -0.0715 -0.7623 4.0954 -0.2 0.5 -2.5
H 1.6000 -0.4641 1.2596 -0.5 -0.4 2.2
H 1.8113 -1.8051 2.5757 -0.3 2.2 0.0
H -1.2992 1.3541 0.6395 0.4 2.6 0.6
H -3.5994 2.8428 0.7364 2.2 1.1 0.6
H -3.6428 5.5712 1.4561 2.3 -1.3 0.0
H -1.2131 6.8384 2.1483 0.4 -2.7 -0.7
H 1.1926 5.3685 2.0595 -2.3 -1.6 -0.7
H 0.3442 2.9534 -1.4694 2.9 -0.1 0.5
H 1.7681 3.4587 -3.8359 1.0 -0.4 2.4
H 4.6130 3.4980 -3.7818 -1.7 -0.4 2.1
H 5.9756 3.1004 -1.4437 -2.6 -0.1 0.3
H 4.6363 2.5750 0.9670 -1.8 0.4 -2.4
H 2.1340 -1.9473 -0.3572 -1.6 -0.2 -0.7
H -0.8701 -5.0515 0.1146 1.2 2.0 0.8
H -0.0831 -4.1223 1.6673 -0.7 0.1 -2.2
H 2.4113 -4.0463 0.6696 -2.7 -1.8 -2.0
H 2.7269 -6.8526 -0.0037 -2.4 1.0 -0.5
H 0.6750 -6.9459 -0.3384 2.4 1.0 0.7
```
Forces are in eV/Å.


3.
Computed, not measured: C30H45B2F2N8S3Zn as an isolated structure, with the ωB97M-V functional and the def2-TZVPD basis.

Summary:
HOMO-LUMO gap, eV: 7.49
LUMO energy, eV: -2.8
HOMO level, eV: -10.311
Net charge: +1
Total energy, a.u.: -4831.53255

Structure (XYZ):
```
91
Properties=species:S:1:pos:R:3:forces:R:3
Zn -1.4011 -0.7082 0.7067 0.1 -0.1 -0.1
C -0.6899 1.4119 4.9184 0.0 0.0 0.0
C -1.0458 2.0645 3.6240 0.0 0.0 0.0
C -1.9244 3.0941 3.5377 0.0 0.0 0.0
C -2.2985 3.6259 2.2725 0.0 0.0 0.0
N -1.7043 3.2339 1.1886 0.0 0.0 0.0
N -0.7900 2.2418 1.2711 0.1 0.0 0.0
B 0.0172 2.1891 -0.0265 0.0 -0.1 0.0
N -0.7729 2.4163 -1.3092 0.0 0.0 0.0
N -0.9376 3.7246 -1.6220 0.0 0.0 0.0
C -1.6080 4.0192 -2.6947 0.0 0.0 0.0
C -2.1531 2.9962 -3.5218 0.0 0.0 0.0
C -1.9616 1.6876 -3.2320 0.0 0.0 0.0
C -2.4994 0.5867 -4.0833 0.0 0.0 0.0
C -1.2159 1.3773 -2.0424 0.0 0.0 0.0
S -0.8352 -0.2257 -1.6400 0.0 0.0 0.1
C -1.7989 5.4797 -3.0722 0.0 0.0 0.0
C -1.1494 5.7205 -4.4424 0.0 0.0 0.0
C -1.1602 6.4162 -2.0505 0.0 0.0 0.0
C -3.3040 5.7731 -3.1540 0.0 0.0 0.0
N 1.3971 1.6181 -0.1209 -0.1 0.0 0.0
N 1.3850 2.9562 0.0613 0.1 0.0 0.0
C 2.4407 3.6805 0.2476 0.0 0.0 0.0
C 3.6782 2.9713 0.1617 0.0 0.0 0.0
C 3.7345 1.6304 -0.0516 0.0 0.0 0.0
C 5.0388 0.9168 -0.1330 0.0 0.0 0.0
C 2.5049 0.8391 -0.1869 0.0 -0.1 0.0
S 2.4896 -0.7976 -0.3784 0.0 0.1 0.0
C 2.3205 5.1678 0.4852 0.0 0.0 0.0
C 2.6685 5.8708 -0.8346 0.0 0.0 0.0
C 0.8958 5.5158 0.9194 0.0 0.0 0.0
C 3.3041 5.5967 1.5802 0.0 0.0 0.0
C -0.5154 1.5450 2.3977 -0.1 0.0 0.0
S 0.3153 0.0694 2.3084 0.0 0.0 0.0
C -3.3635 4.7006 2.1390 0.0 0.0 0.0
C -3.8348 4.8010 0.6893 0.0 0.0 0.0
C -2.7393 6.0336 2.5765 0.0 0.0 0.0
C -4.5641 4.3631 3.0310 0.0 0.0 0.0
H -1.0922 1.9778 5.7561 0.0 0.0 0.0
H -1.0909 0.3975 4.9443 0.0 0.0 0.0
H 0.3917 1.3236 5.0244 0.0 0.0 0.0
H -2.3775 3.4865 4.4381 0.0 0.0 0.0
H -2.7210 3.2715 -4.4007 0.0 0.0 0.0
H -3.0469 0.9933 -4.9313 0.0 0.0 0.0
H -1.6882 -0.0448 -4.4477 0.0 0.0 0.0
H -3.1578 -0.0563 -3.4982 0.0 0.0 0.0
H -0.0783 5.5116 -4.4085 0.0 0.0 0.0
H -1.5924 5.1026 -5.2248 0.0 0.0 0.0
H -1.2832 6.7637 -4.7314 0.0 0.0 0.0
H -0.0846 6.2567 -1.9862 0.0 0.0 0.0
H -1.3333 7.4485 -2.3576 0.0 0.0 0.0
H -1.5824 6.2802 -1.0549 0.0 0.0 0.0
H -3.8014 5.1633 -3.9095 0.0 0.0 0.0
H -3.7931 5.5942 -2.1953 0.0 0.0 0.0
H -3.4555 6.8190 -3.4238 0.0 0.0 0.0
H 4.5983 3.5274 0.2745 0.0 0.0 0.0
H 5.8707 1.6107 -0.0353 0.0 0.0 0.0
H 5.0955 0.1588 0.6495 0.0 0.0 0.0
H 5.1119 0.3789 -1.0788 0.0 0.0 0.0
H 1.9985 5.5513 -1.6341 0.0 0.0 0.0
H 2.5719 6.9504 -0.7125 0.0 0.0 0.0
H 3.6938 5.6558 -1.1413 0.0 0.0 0.0
H 0.1581 5.2104 0.1778 0.0 0.0 0.0
H 0.6521 5.0338 1.8702 0.0 0.0 0.0
H 0.8180 6.5947 1.0613 0.0 0.0 0.0
H 4.3433 5.4539 1.2845 0.0 0.0 0.0
H 3.1661 6.6588 1.7837 0.0 0.0 0.0
H 3.1286 5.0497 2.5083 0.0 0.0 0.0
H -3.0077 5.0352 0.0215 0.0 0.0 0.0
H -4.2789 3.8607 0.3560 0.0 0.0 0.0
H -4.5874 5.5871 0.6095 0.0 0.0 0.0
H -1.9016 6.2986 1.9272 0.0 0.0 0.0
H -3.4832 6.8297 2.5208 0.0 0.0 0.0
H -2.3756 5.9856 3.6053 0.0 0.0 0.0
H -4.9587 3.3716 2.8022 0.0 0.0 0.0
H -4.3198 4.4015 4.0928 0.0 0.0 0.0
H -5.3563 5.0923 2.8575 0.0 0.0 0.0
F -4.2274 0.3048 0.2205 0.0 0.0 0.0
B -3.2654 0.1370 1.1327 0.0 0.0 0.0
F -3.5629 0.7046 2.3154 0.0 0.0 0.0
C 1.9105 -4.6751 -0.3342 0.0 0.0 0.0
N 0.4728 -4.7004 -0.0557 0.0 0.1 0.0
C -0.3019 -5.8617 -0.4918 0.0 0.0 0.0
C -0.1431 -3.5884 0.2404 -0.1 0.0 0.0
N -0.7002 -2.6210 0.5354 0.0 0.0 0.0
H 2.3664 -5.5610 0.1052 0.0 0.0 0.0
H 2.3504 -3.7889 0.1131 0.0 0.0 0.0
H 2.0933 -4.6665 -1.4100 0.0 0.0 0.0
H 0.1400 -6.7580 -0.0598 0.0 0.0 0.0
H -0.2963 -5.9431 -1.5800 0.0 0.0 0.0
H -1.3258 -5.7682 -0.1408 0.0 0.0 0.0
```
Forces are in eV/Å.